(1)
DFT (the ωB97M-V functional and the def2-TZVPD basis) results for a cluster of 2 separate species, C11H15N in total in a non-equilibrium geometry.

Geometry as XYZ:
```
27
Properties=species:S:1:pos:R:3:forces:R:3
C 1.59960 1.24243 3.22068 -0.189 -0.871 1.589
C 1.95837 0.93803 1.82895 1.949 0.956 -1.354
C 3.17009 1.38168 1.32859 -1.387 0.312 0.828
N 3.33299 1.04952 0.02255 -0.005 -1.369 -0.046
C 2.32456 0.15751 -0.33333 -0.812 2.336 0.413
C 2.05359 -0.39507 -1.55645 -2.406 -1.562 0.176
C 0.79863 -1.08531 -1.60114 1.582 1.126 -1.833
C -0.08477 -1.17929 -0.56696 -0.700 0.355 0.905
C 0.19513 -0.57798 0.67099 -0.206 -0.684 -0.963
C 1.32861 0.20363 0.75200 2.042 -0.846 0.267
H 2.03574 2.13965 3.67193 0.239 0.076 -0.662
H 1.99455 0.42276 3.87140 -0.776 0.392 -0.210
H 0.53126 1.37599 3.36193 -0.214 -0.356 0.099
H 3.89585 1.94969 1.88613 0.125 0.177 -0.198
H 4.06819 1.38134 -0.56744 0.165 -0.181 -0.120
H 2.58949 -0.38015 -2.49362 0.567 0.311 0.332
H 0.50596 -1.37578 -2.60726 -0.102 -0.441 0.242
H -1.07003 -1.60318 -0.76057 0.358 -0.256 0.272
H -0.43730 -0.82793 1.50566 -0.226 0.540 0.267
C -3.96628 -1.36795 -1.27178 0.281 -0.118 -0.385
C -3.77196 0.07090 -1.72999 0.929 1.743 1.580
H -3.13088 -2.01581 -1.58964 -0.380 0.261 0.048
H -3.95677 -1.35014 -0.17773 -0.360 -0.497 -0.217
H -4.88331 -1.79543 -1.69034 0.117 -0.045 0.403
H -4.58161 0.62292 -2.19173 -0.183 -0.641 -0.942
H -2.78636 0.31001 -2.15680 -0.527 -0.376 -0.535
H -3.71333 0.70796 -0.82603 0.120 -0.340 0.043
```
Positions in Å, forces in eV/Å.

For the calculated total energy, the calculation gives -13139.5507 eV. The HOMO energy comes out at -0.2769 Eh. The strongest force on any atom comes out at 2.9 eV/Å. The energy relative to the best compared isomer or geometry (same formula, charge and spin) is 1.241 eV. The structure (SMILES) is Cc1c[nH]c2ccccc12.CC. The total charge is 0.

***

(2)
DFT (the ωB97M-V functional and the def2-TZVPD basis) results for a structure of composition C21H41IrNO3PS3Si2Te in a non-equilibrium geometry.

Geometry as XYZ:
```
74
Properties=species:S:1:pos:R:3:forces:R:3
Ir 0.80203 1.51071 -0.41231 -1.703 -0.502 0.953
S -0.75103 0.52890 1.27234 1.435 1.498 -1.809
C -2.24766 0.65576 0.37116 -0.505 -0.080 0.012
C -3.44543 0.68857 1.08721 0.109 0.018 0.073
C -4.65917 0.74635 0.42875 -0.016 -0.057 -0.052
C -4.69228 0.76314 -0.96219 -0.015 -0.061 0.059
C -3.51149 0.73325 -1.67967 0.120 0.017 -0.016
C -2.27884 0.68757 -1.02505 -0.461 -0.224 0.028
S -0.81865 0.60875 -1.98363 1.102 1.744 1.491
H -3.40236 0.67443 2.16946 -0.056 0.052 0.016
H -5.57782 0.78437 0.99754 -0.013 -0.010 0.004
H -5.63875 0.80114 -1.48280 -0.014 0.032 -0.017
H -3.51603 0.75505 -2.76146 -0.071 0.035 -0.028
C 2.16285 5.11056 -2.41691 -0.087 -0.023 0.244
C 2.66225 4.38142 -1.18386 0.124 0.026 -0.476
O 1.80559 4.60466 -0.04474 -0.299 -0.612 -0.034
P 0.46902 3.73131 0.14380 -0.670 -0.831 -0.260
O 0.15150 4.04401 1.66478 -0.014 -0.322 -0.276
C 0.98439 3.52432 2.72577 0.237 0.004 0.270
C 1.46328 4.66942 3.59091 -0.129 -0.024 -0.174
O -0.69663 4.51397 -0.58022 0.284 -0.444 -0.100
C -0.92021 5.92319 -0.29835 -0.065 0.322 -0.035
C -1.39256 6.61657 -1.55540 0.053 -0.188 0.070
H 2.83259 4.92335 -3.25521 0.021 -0.003 0.000
H 2.12359 6.18401 -2.23375 -0.002 0.021 -0.030
H 1.16369 4.76397 -2.68422 0.008 0.006 -0.077
H 3.64781 4.73849 -0.89068 -0.044 -0.084 0.083
H 2.72313 3.30388 -1.38552 0.104 0.080 0.105
H 1.83328 2.98060 2.29953 -0.038 -0.001 -0.008
H 0.37375 2.82394 3.29650 0.010 -0.022 -0.097
H 1.98073 5.40815 2.98038 0.058 0.002 0.026
H 2.14580 4.29944 4.35474 0.000 -0.013 0.021
H 0.61761 5.15104 4.07945 0.008 0.030 0.022
H 0.00849 6.36465 0.06480 -0.020 -0.011 0.023
H -1.67098 5.98452 0.48866 0.051 -0.080 0.029
H -0.64387 6.55195 -2.34338 0.017 0.009 -0.013
H -1.56791 7.66828 -1.33099 -0.039 0.015 -0.021
H -2.31871 6.17224 -1.91678 -0.018 0.022 -0.004
S 5.25568 0.28565 -0.36687 -0.042 0.040 0.000
C 3.68496 0.37992 -0.41005 0.075 -0.189 -0.036
N 2.48649 0.40467 -0.44355 0.350 0.283 0.040
C 3.07871 -5.97970 -1.60085 -0.108 0.346 -0.123
Si 2.12280 -4.37053 -1.79362 0.017 -0.127 0.037
C 3.09464 -2.97603 -2.60996 -0.118 -0.333 0.149
C 0.48938 -4.66414 -2.69735 0.304 0.077 0.213
C 1.72162 -3.74184 -0.02093 -0.211 0.202 -0.270
Te 0.43808 -2.04140 -0.19614 0.107 -0.974 0.059
C -1.36694 -3.10650 0.13001 0.145 0.113 0.307
Si -1.56871 -3.87360 1.89248 -0.130 0.070 -0.017
C -0.32788 -3.06660 3.06430 -0.195 -0.183 -0.221
C -1.31541 -5.73864 1.74193 -0.043 0.347 0.091
C -3.32939 -3.43657 2.40615 0.329 -0.171 -0.044
H 3.34715 -6.37555 -2.58135 0.022 -0.031 -0.028
H 2.48340 -6.73604 -1.08866 -0.070 0.005 0.006
H 3.99935 -5.83987 -1.03400 0.030 0.046 0.006
H 3.25278 -3.16718 -3.67161 -0.022 -0.007 -0.036
H 4.07563 -2.84896 -2.14925 0.013 -0.004 0.048
H 2.56136 -2.02637 -2.51713 -0.010 0.031 -0.054
H 0.66370 -5.07073 -3.69402 0.040 0.017 -0.033
H -0.06943 -3.73241 -2.81606 -0.039 0.001 -0.061
H -0.14101 -5.37745 -2.16308 -0.008 -0.020 0.033
H 2.63791 -3.39312 0.45788 0.031 0.013 0.017
H 1.24746 -4.49312 0.60840 -0.041 -0.022 -0.001
H -1.43156 -3.88100 -0.63458 0.079 -0.002 -0.070
H -2.16892 -2.38716 -0.04562 0.016 0.071 -0.038
H 0.70429 -3.30519 2.80088 0.030 -0.030 0.013
H -0.48701 -3.39363 4.09249 -0.027 -0.043 0.016
H -0.43599 -1.98064 3.04568 -0.029 0.054 0.014
H -0.26391 -6.01794 1.66045 0.044 0.043 -0.015
H -1.83606 -6.14355 0.87302 -0.046 0.033 -0.026
H -1.71378 -6.24472 2.62247 -0.001 0.001 0.046
H -3.44125 -2.36084 2.55118 0.044 0.048 -0.027
H -3.59354 -3.92659 3.34417 0.000 -0.014 0.038
H -4.05562 -3.74855 1.65452 0.000 -0.031 -0.038
```
Positions in Å, forces in eV/Å.

For the calculated total energy, the calculation gives -97753.7530 eV. The HOMO energy (spin up / spin down) comes out at -0.3921 / -0.3900 Eh. The strongest force on any atom comes out at 2.8 eV/Å. The energy relative to the best compared isomer or geometry (same formula, charge and spin) is 2.448 eV. Its spin multiplicity is 2. The expectation value of S² is 0.76. The total charge is +1.

***

(3)
DFT (the ωB97M-V functional and the def2-TZVPD basis) results for a cluster of 2 separate species, C3H7NO2 in total in a non-equilibrium geometry.

Geometry as XYZ:
```
13
Properties=species:S:1:pos:R:3:forces:R:3
C -1.90550 0.15554 -0.26487 -0.119 0.088 0.089
C 1.69924 -0.87937 -0.44810 0.054 0.034 -0.022
C 0.35830 -0.50059 0.10736 -0.378 0.538 -1.097
O 0.20639 -0.38578 1.35809 -0.151 0.742 0.096
O 0.27941 1.60483 0.91145 -0.096 -0.531 -0.280
N -0.58818 -0.09005 -0.76158 0.582 -0.651 0.720
H 0.64318 2.38577 1.36812 0.032 -0.203 0.346
H -2.31413 1.03415 -0.76800 0.044 -0.050 0.039
H -2.52015 -0.69471 -0.60457 0.108 0.095 0.015
H -1.98158 0.24947 0.81795 0.047 -0.001 -0.048
H 2.40578 -0.08046 -0.21179 -0.039 -0.052 0.072
H 2.04687 -1.79744 0.02579 0.028 0.035 -0.026
H 1.67037 -1.00134 -1.52984 -0.110 -0.042 0.096
```
Positions in Å, forces in eV/Å.

For the calculated total energy, the calculation gives -8803.9145 eV. The HOMO energy (spin up / spin down) comes out at -0.3682 / -0.3687 Eh. The strongest force on any atom comes out at 1.3 eV/Å. The energy relative to the best compared isomer or geometry (same formula, charge and spin) is 6.614 eV. The total charge is 0.

***

(4)
DFT (the ωB97M-V functional and the def2-TZVPD basis) results for the ion C4H10N3 with charge +1 in a non-equilibrium geometry.

Geometry as XYZ:
```
17
Properties=species:S:1:pos:R:3:forces:R:3
C -2.51410 -0.57950 -0.32154 -0.939 1.096 -3.060
C -2.06638 0.73138 0.26382 -2.394 0.726 0.656
N -0.70646 0.84794 0.55304 3.830 0.417 0.377
N 0.10569 0.03420 0.05751 -1.781 0.418 -0.181
N 1.40814 -0.06542 0.35246 0.606 0.667 0.538
C 2.57909 -0.67933 -0.21940 -1.058 2.830 -2.122
C 2.69437 0.71920 0.40280 0.296 -4.588 4.190
H -1.94456 -1.43618 -0.11287 1.083 -1.176 0.345
H -3.48392 -0.87670 -0.03815 -1.274 0.014 0.735
H -2.65456 -0.44945 -1.46221 0.629 -0.502 1.620
H -2.62015 1.08836 1.21936 0.933 -0.829 -1.487
H -2.30922 1.51713 -0.48382 0.242 -0.059 0.567
H -0.36774 -0.70312 -0.52058 1.232 -0.010 0.218
H 2.73833 -0.84118 -1.27985 -0.531 0.623 -0.286
H 2.94255 -1.47485 0.27408 1.078 -2.586 2.181
H 2.93578 1.53496 -0.15123 -0.044 2.284 -1.807
H 3.26313 0.63257 1.46660 -1.908 0.673 -2.485
```
Positions in Å, forces in eV/Å.

For the calculated total energy, the calculation gives -8768.6084 eV. The HOMO energy (spin up / spin down) comes out at -0.5261 / -0.5261 Eh. The strongest force on any atom comes out at 6.2 eV/Å. The energy relative to the best compared isomer or geometry (same formula, charge and spin) is 5.991 eV. The structure (SMILES) is CC/N=[NH+]/N1CC1. The total charge is +1.